# C5H14N2

The molecule C5H14N2 at a distorted geometry (ωB97M-V with the def2-TZVPD basis set, the OMol25 dataset).

```
21
Properties=species:S:1:pos:R:3:forces:R:3
C -2.004590 -0.362470 0.756075 -0.3 -1.3 0.7
C -1.157606 0.883416 1.153813 -0.6 -0.9 -1.9
C 0.337071 0.574600 1.284277 -0.8 -0.3 1.0
C 1.234160 0.870598 0.082457 1.1 -0.2 0.8
N 1.424667 -0.307988 -0.745190 0.5 -0.8 0.1
C 1.437215 -0.218185 -2.185580 0.3 0.0 -0.7
N -1.431799 -1.361245 -0.210279 2.1 0.7 0.7
H -2.206670 -0.915419 1.683427 -0.5 0.2 -0.1
H -2.927600 -0.048351 0.266534 -0.2 0.2 0.6
H -1.386677 1.522895 0.298978 0.7 0.6 0.1
H -1.610761 1.378520 2.008442 0.1 -0.2 0.2
H 0.699628 0.961716 2.241524 0.2 0.9 -0.4
H 0.468229 -0.487289 1.538654 -0.2 -0.1 -0.5
H 0.943010 1.704563 -0.552897 -0.3 0.1 0.2
H 2.183133 1.130481 0.570106 0.2 0.3 -0.5
H 2.251155 -0.828686 -0.466936 -0.4 0.2 0.3
H 2.408426 -0.455506 -2.630900 0.3 0.3 0.3
H 0.800509 -0.972059 -2.650211 -0.6 0.3 0.1
H 1.195238 0.792720 -2.516222 -0.3 -0.1 -0.1
H -1.183151 -2.244024 0.248855 -1.1 0.1 0.3
H -0.436299 -1.079549 -0.257374 -0.4 0.2 -1.0
```
Positions in Å, forces in eV/Å.

Output
- charge = 0
- HOMO energy (Ha) = -0.318
- E_LUMO (eV) = 1.07
- energy above the lowest of the compared OMol25 structures with the same formula, charge and spin (kcal per mole) = 39.12
- max |F| (eV/Å) = 2.29
- 2S+1 = 1
- SMILES string = CNCCCCN

---

# C41H118N14O14

A cluster of 14 separate species, C41H118N14O14 in total at a distorted geometry (ωB97M-V with the def2-TZVPD basis set, the OMol25 dataset).

```
187
Properties=species:S:1:pos:R:3:forces:R:3
C -2.678535 -2.857832 -2.625760 -0.6 0.1 -0.8
C -3.764015 -2.061738 -3.352925 0.6 -0.6 -0.5
O -3.978793 -2.714724 -4.642910 0.2 0.5 0.9
H -1.741258 -2.628067 -3.119328 0.3 -0.3 0.0
H -2.898130 -3.930077 -2.689442 0.2 0.2 0.1
H -2.611095 -2.542705 -1.595982 0.0 0.0 0.5
H -3.370547 -1.041400 -3.475457 -0.3 0.0 -0.2
H -4.681881 -2.019541 -2.777707 -0.2 -0.1 0.0
H -4.827332 -2.432584 -4.992138 0.0 0.1 0.0
C -0.052135 -0.535260 -1.578058 0.9 1.1 0.7
C -0.778933 0.025569 -0.367197 0.2 -0.2 -0.4
O -0.187809 -0.421892 0.831001 0.4 0.0 0.9
H -0.524251 -0.165008 -2.476035 -0.2 -0.2 -0.5
H 0.071429 -1.612035 -1.581578 -0.1 -0.2 0.0
H 0.936451 -0.045952 -1.502875 -0.1 -0.5 -0.4
H -1.799425 -0.369850 -0.360370 -0.3 0.5 0.0
H -0.737041 1.125362 -0.472519 -0.4 -0.4 0.3
H 0.407274 0.239882 1.269024 -0.5 -0.2 -0.8
C -3.397272 2.263795 -2.475784 0.5 1.0 0.3
C -4.534663 2.358188 -3.446428 -0.4 -0.5 0.1
O -5.461697 3.345453 -2.993339 0.4 0.2 0.0
H -2.682943 1.496477 -2.772785 0.0 -0.1 0.0
H -3.733819 2.092885 -1.455118 -0.1 -0.2 0.0
H -2.874781 3.235388 -2.475941 0.0 -0.3 0.1
H -5.028929 1.387656 -3.482384 -0.2 -0.2 -0.2
H -4.102859 2.563598 -4.427097 -0.3 0.2 -0.2
H -6.255288 3.374109 -3.536947 0.2 -0.2 -0.1
C 3.192686 -3.991731 -0.861911 0.9 2.9 -2.5
O 3.783778 -3.565114 -1.840408 0.9 0.8 -1.5
N 2.350052 -3.130521 -0.267302 -0.9 -0.5 1.0
N 3.427620 -5.233340 -0.527836 -0.4 -2.7 1.5
H 2.495244 -2.229551 -0.687912 -0.2 0.3 0.4
H 2.230612 -3.222593 0.719098 -0.3 0.3 0.5
H 3.914565 -5.628629 -1.319185 0.1 -0.4 0.2
H 2.585536 -5.717970 -0.285666 -0.3 -0.8 0.4
C -2.447717 -3.155031 1.689361 -3.7 -6.0 1.2
O -3.238672 -4.133341 1.876698 0.5 1.5 -0.1
N -2.677859 -1.985716 2.165423 -0.8 4.9 0.2
N -1.314601 -3.445267 1.134961 3.3 -1.0 -1.8
H -2.201525 -1.298965 1.594672 0.5 0.6 0.5
H -3.661266 -1.718680 2.209951 -0.2 -0.4 0.2
H -1.284964 -4.414760 0.897813 0.2 -0.3 -0.3
H -0.720053 -2.834728 0.620042 0.3 0.7 0.0
C 2.469587 2.112116 2.165426 -1.3 1.8 -1.2
O 1.458586 1.662138 1.628590 -0.4 -0.5 0.0
N 2.601657 3.446043 2.323384 -0.3 -0.2 0.5
N 3.541449 1.355830 2.460777 0.7 -1.7 0.3
H 1.765292 4.004838 2.339672 -0.4 0.3 -0.4
H 3.457360 3.869920 2.588452 0.6 0.1 0.2
H 3.823173 1.401285 3.426040 0.4 0.2 0.1
H 3.292614 0.404815 2.196225 0.4 0.0 0.2
C -2.312643 5.981430 2.675479 -0.1 -1.7 -1.4
C -1.204234 4.927751 2.535762 0.9 0.8 1.0
C -1.658478 3.637732 1.907463 0.5 -0.2 -0.4
O -2.758791 3.091002 2.576906 0.2 -0.2 0.5
C -3.386860 2.028009 1.898826 -0.3 0.1 0.4
N -0.006781 5.384321 1.802768 -0.3 -0.3 -0.5
H -1.959552 6.803384 3.265181 -0.2 0.5 0.4
H -3.206226 5.444035 3.037376 0.3 0.7 0.3
H -2.545772 6.299573 1.646763 0.0 0.3 0.3
H -0.783404 4.712385 3.524949 -0.5 -0.3 0.2
H -0.777026 2.968921 1.848065 -0.4 -0.1 0.1
H -1.966306 3.838297 0.889593 0.0 0.2 -0.8
H -4.091347 1.631449 2.648524 -0.1 0.1 -0.7
H -2.711327 1.205654 1.644537 0.3 0.1 -0.1
H -3.875947 2.391061 0.968373 0.1 -0.2 0.5
H 0.430799 6.191438 2.236155 -0.3 0.0 0.0
H -0.296827 5.640555 0.856054 0.4 0.1 0.1
C 3.382166 -3.194963 7.720033 -0.3 0.2 -0.5
C 3.487925 -2.924587 6.228289 -0.7 0.2 0.7
C 2.154340 -3.166448 5.542569 -0.1 0.0 -0.4
O 2.225366 -2.644892 4.238616 0.4 0.1 -0.2
C 0.982047 -2.773985 3.545649 1.8 0.9 0.1
N 3.862929 -1.491341 6.161163 0.4 -0.4 -1.5
H 4.384981 -2.993398 8.079567 0.0 -0.4 0.7
H 2.976438 -4.176903 7.949283 0.4 -0.2 0.2
H 2.693726 -2.451176 8.131400 0.2 -0.1 0.1
H 4.207134 -3.604549 5.749277 0.1 0.2 0.1
H 1.284980 -2.704415 6.026437 0.2 0.2 0.5
H 1.936754 -4.244157 5.499869 0.2 0.0 0.1
H 0.911037 -3.802091 3.221806 -0.7 -0.3 -0.2
H 1.117745 -2.074937 2.693254 -0.7 -0.6 0.3
H 0.230561 -2.447063 4.259727 -0.7 -0.2 -0.5
H 3.761232 -1.261770 5.167472 -0.2 0.3 0.2
H 4.877900 -1.432968 6.280353 -0.3 0.0 0.3
C 2.513042 2.271116 6.985827 -0.1 1.5 -1.4
C 1.155618 1.629332 6.949765 0.2 -0.1 2.0
C 0.799553 1.324099 5.546576 -0.4 0.4 -0.8
O -0.388457 0.567093 5.490016 0.2 -0.4 -0.8
C -0.660923 0.177331 4.128000 0.5 0.1 0.4
N 1.249568 0.533526 7.904850 -0.6 -1.2 -0.4
H 2.876784 2.600415 7.945867 -0.1 -0.2 0.5
H 2.440231 3.172832 6.356937 0.4 0.0 0.1
H 3.238912 1.590465 6.516032 -0.1 0.1 0.3
H 0.303107 2.217715 7.320871 0.5 0.5 0.1
H 1.640163 0.831573 5.056214 0.1 -0.5 -0.3
H 0.668205 2.312816 5.044970 -0.1 -0.5 -0.1
H 0.218972 -0.344483 3.695325 -0.5 0.3 0.3
H -0.825084 1.081769 3.532063 -0.2 -0.1 -0.1
H -1.523200 -0.503311 4.094080 0.3 0.4 0.2
H 0.576210 -0.143353 7.580707 -0.8 -0.4 0.4
H 2.100482 -0.004722 7.787234 0.5 0.3 -0.2
C 0.684139 7.847092 -1.771369 -0.2 -0.2 0.1
C -0.724312 7.374850 -2.087943 -0.3 -1.0 -0.3
C -0.745275 5.854474 -2.338395 1.1 -1.4 -0.6
O 0.217474 5.201899 -1.480766 -0.1 -0.5 0.4
C 0.344947 3.757509 -1.549383 -1.5 1.0 0.9
N -1.647351 7.709215 -0.996609 0.0 -0.3 -0.3
H 0.670042 8.958460 -1.764925 0.4 -0.7 0.2
H 1.363155 7.428261 -2.528161 0.0 0.5 0.2
H 0.980754 7.374089 -0.815536 0.0 0.7 -0.3
H -1.001525 7.781579 -3.064929 -0.4 0.4 0.2
H -0.365774 5.584365 -3.359666 -0.7 0.6 0.3
H -1.771691 5.450430 -2.223111 0.4 0.1 0.1
H 0.421356 3.365132 -2.556030 0.3 0.1 -0.4
H -0.563120 3.306552 -1.098498 0.2 0.1 -0.2
H 1.162568 3.454472 -0.894853 0.2 0.2 -0.3
H -2.535918 8.125563 -1.250572 0.3 -0.1 -0.2
H -1.182430 8.300994 -0.342394 0.1 0.5 0.5
C -0.132990 2.265441 -5.434745 -0.2 -0.1 -0.3
C 1.335577 1.880595 -5.411305 0.3 -0.1 0.3
C 1.524021 0.536337 -4.731077 0.9 -0.4 0.9
O 0.962843 -0.515661 -5.490309 -0.1 -1.0 0.3
C 1.269537 -1.842273 -4.969129 1.0 0.8 -0.4
N 1.859388 1.806392 -6.762860 0.6 0.7 -0.2
H -0.678506 1.451324 -5.919371 -0.1 0.1 -0.1
H -0.317612 3.176181 -6.003314 0.1 0.0 0.0
H -0.566774 2.374168 -4.439825 0.2 0.0 0.1
H 1.951385 2.605694 -4.845272 -0.4 -0.2 -0.1
H 1.130549 0.564328 -3.695454 0.0 -0.1 -0.4
H 2.618971 0.372569 -4.655282 -0.2 -0.1 0.1
H 0.877840 -1.961487 -3.963620 -0.2 0.0 0.2
H 2.378973 -2.009448 -4.913075 -0.8 0.3 -0.1
H 0.869862 -2.612538 -5.637590 -0.2 0.5 0.1
H 2.866517 1.603951 -6.754569 -0.6 0.1 0.0
H 1.401294 1.021407 -7.182156 -0.1 -0.5 -0.5
C -5.431970 -0.219505 -0.274018 0.4 -0.3 0.3
C -6.218151 -1.291623 0.433852 0.0 -1.3 -0.1
C -5.973795 -2.748043 -0.067777 0.8 1.2 0.2
O -6.462745 -2.894334 -1.373972 0.2 0.3 -0.2
C -6.313925 -4.167521 -1.968595 -0.3 -0.2 0.3
N -5.701962 -1.305594 1.790485 -0.4 0.2 1.4
H -5.828669 0.007688 -1.253685 0.1 0.3 -0.2
H -4.398831 -0.559222 -0.297511 0.3 -0.2 -0.6
H -5.343508 0.644111 0.388063 -0.6 0.3 -0.3
H -7.282587 -1.085086 0.372355 -0.4 0.1 0.1
H -6.404542 -3.458274 0.646401 -0.2 -0.1 -0.2
H -4.870750 -2.849075 0.020531 -0.3 -0.4 -0.4
H -6.951605 -4.881240 -1.411291 0.3 0.0 -0.5
H -5.286793 -4.546827 -1.998016 0.1 0.2 0.4
H -6.611610 -4.067789 -3.015274 -0.3 -0.1 0.2
H -6.057119 -2.090477 2.334356 0.1 -0.1 -0.2
H -6.058353 -0.496025 2.294227 0.2 0.1 -0.1
C 7.702648 1.746387 0.424851 0.1 -0.6 -1.2
C 6.818558 2.348838 -0.663422 -0.8 1.3 0.5
C 5.363625 1.842653 -0.763081 0.4 0.2 0.5
O 5.469595 0.559058 -1.301847 0.6 -0.4 -0.7
C 4.317160 -0.203713 -1.499804 -0.8 0.6 0.8
N 6.753457 3.770349 -0.209179 -1.1 -0.2 -1.1
H 7.897044 0.701336 0.220130 -0.1 -0.4 0.3
H 7.324500 1.932288 1.422691 -0.3 -0.1 0.1
H 8.665276 2.236268 0.336556 0.3 0.1 0.1
H 7.189631 2.172802 -1.704020 0.4 0.3 0.8
H 4.795884 2.549950 -1.416903 0.1 -0.5 0.3
H 4.896856 1.798739 0.234162 0.0 0.2 -0.2
H 3.607068 0.269640 -2.197464 0.1 0.1 0.1
H 3.786839 -0.297212 -0.508217 0.2 -0.3 -0.8
H 4.604429 -1.161381 -1.926426 0.0 -0.1 0.3
H 7.659512 4.105659 0.027650 0.7 0.2 0.1
H 6.362624 4.411119 -0.899637 0.1 -0.3 0.1
C 0.296710 -5.053202 -2.891959 -0.1 -1.1 -1.0
C 0.005749 -6.550097 -2.846816 -0.2 -0.8 0.3
C 0.383755 -7.274049 -4.178362 -1.3 -0.3 0.7
O -0.271270 -6.830644 -5.357600 0.6 0.5 0.1
C -1.508523 -7.440754 -5.647511 -0.3 -0.4 -0.1
N 0.795612 -7.175392 -1.778717 0.3 -0.3 0.5
H -0.135182 -4.736937 -3.823332 -0.4 0.7 -0.5
H 1.368626 -4.913495 -3.017792 0.2 0.1 0.3
H -0.104026 -4.474410 -2.082142 -0.1 0.1 0.5
H -1.040092 -6.828078 -2.590001 0.4 0.7 -0.3
H 0.115839 -8.334985 -4.007025 0.4 0.2 -0.1
H 1.467390 -7.184379 -4.251383 0.1 0.1 -0.6
H -1.387391 -8.524148 -5.762873 0.0 -0.1 0.3
H -1.864940 -7.118632 -6.645754 0.3 0.3 0.7
H -2.268571 -7.247291 -4.865294 0.2 0.0 -0.4
H 0.435601 -8.076084 -1.471296 -0.2 0.2 -0.2
H 1.730477 -7.385581 -2.109463 0.2 0.2 -0.1
```
Positions in Å, forces in eV/Å.

Output
- charge = 0
- HOMO energy (Ha) = -0.333
- E_LUMO (eV) = 0.44
- max |F| (eV/Å) = 7.15
- 2S+1 = 1

---

# C6H12N2OPY

A structure of composition C6H12N2OPY at a distorted geometry (ωB97M-V with the def2-TZVPD basis set, the OMol25 dataset).

```
23
Properties=species:S:1:pos:R:3:forces:R:3
C 0.945817 2.183639 0.444750 2.8 5.7 2.7
C 1.618867 3.067513 -0.400160 0.0 0.1 0.1
C 1.578845 3.025890 -1.806806 0.3 0.5 -0.4
C 0.812136 2.086275 -2.529499 -0.3 0.3 0.3
C 0.076831 1.107386 -1.875285 -1.2 2.1 -5.9
Y 0.149981 0.467209 -0.040747 1.8 -3.0 -3.8
P -0.497195 0.047851 2.199277 -2.1 0.2 7.0
H 1.120919 2.343393 1.524975 0.3 0.7 0.0
H 2.198128 3.881899 0.060676 0.1 -0.1 -0.4
H 2.121268 3.800019 -2.364678 -0.2 -0.3 0.2
H -0.653892 0.521678 -2.475245 0.2 0.1 -0.4
H 0.728767 2.218480 -3.617977 0.3 0.0 0.2
H -1.891855 -0.121288 2.443848 0.1 -0.1 0.4
H -0.283964 1.084632 3.156210 -0.3 -0.4 0.0
H -0.090103 -1.017696 3.065563 -0.1 0.2 -0.4
N -1.966219 -2.927370 0.944170 -0.3 -0.8 0.1
C -0.847087 -2.635291 0.240568 0.3 0.9 -0.1
N -0.136534 -3.620582 -0.355517 -0.2 -0.8 0.1
O -0.459678 -1.429822 0.131264 -1.8 -6.9 0.4
H -2.290068 -3.901231 1.039027 0.3 1.1 -0.1
H -2.513865 -2.180551 1.393336 0.7 -0.7 -0.5
H 0.712496 -3.396941 -0.894597 -1.0 -0.1 0.6
H -0.433596 -4.605092 -0.283154 0.4 1.1 -0.2
```
Positions in Å, forces in eV/Å.

Output
- charge = 0
- HOMO energy (Ha) = -0.177
- E_LUMO (eV) = -0.52
- max |F| (eV/Å) = 7.36
- 2S+1 = 1